Record 1
Here is one molecule with the formula C4H8N2 from the Open Molecules 2025 dataset. Energies are from ωB97M-V with the def2-TZVPD basis set.

Geometry as XYZ:
```
14
Properties=species:S:1:pos:R:3:lowdin_charge:R:1
C 2.31 0.47 0.89 -0.0787
N 1.13 -0.29 0.53 -0.0011
C 0.12 0.25 -0.16 -0.4323
N -0.35 1.30 -0.69 0.1764
C -0.99 -0.03 -1.02 -0.3050
C -2.32 -0.45 -0.46 -0.0817
H 2.52 1.19 0.08 0.0897
H 3.16 -0.22 0.93 0.0797
H 2.20 1.03 1.83 0.0827
H 0.85 -1.14 1.01 0.1391
H -0.72 -0.39 -2.02 0.1166
H -3.15 -0.06 -1.04 0.0677
H -2.37 -1.55 -0.46 0.0705
H -2.40 -0.11 0.58 0.0765
```

The spin multiplicity is 1. As for the charge: 0.

---

Record 2
Here is a 2-piece molecular cluster, C4H8N2 overall at a distorted geometry from the Open Molecules 2025 dataset. Energies are from ωB97M-V with the def2-TZVPD basis set.

Geometry as XYZ:
```
14
Properties=species:S:1:pos:R:3:lowdin_charge:R:1
C -0.10 0.10 1.70 -0.0164
N -0.35 0.03 0.25 -0.2915
C -0.70 1.14 -0.36 0.0003
C -0.04 -1.16 -0.34 -0.1954
C -0.27 -1.33 -1.71 -0.2881
N -0.49 -1.45 -2.85 0.1284
H 0.95 0.36 1.85 0.1022
H -0.30 -0.88 2.15 0.0953
H -0.75 0.85 2.15 0.0952
H -0.84 1.11 -1.44 0.0759
H 1.66 0.95 -0.95 0.0566
H -0.85 2.03 0.22 0.0774
H 0.22 -1.99 0.29 0.1010
H 1.86 0.22 -0.94 0.0592
```

The spin multiplicity is 1. As for the charge: 0.

---

Record 3
Here is one molecule with the formula C4H8N2 from the Open Molecules 2025 dataset. Energies are from ωB97M-V with the def2-TZVPD basis set.

Geometry as XYZ:
```
14
Properties=species:S:1:pos:R:3:lowdin_charge:R:1
C 1.91 0.00 -0.23 -0.1536
N 1.31 -1.16 0.43 0.0247
C 0.60 -0.51 -0.65 -0.3129
C -0.56 0.39 -0.35 -0.3014
C -1.89 -0.09 0.09 -0.1296
N -0.95 0.48 1.06 0.0165
H 2.81 -0.18 -0.82 0.0960
H 1.90 0.95 0.31 0.1068
H 0.88 -0.87 1.30 0.0777
H 0.51 -1.10 -1.57 0.1343
H -0.47 1.32 -0.91 0.1381
H -2.07 -1.15 0.19 0.1069
H -2.77 0.50 -0.17 0.1016
H -1.22 1.42 1.31 0.0949
```

The spin multiplicity is 1. As for the charge: 0.

---

Record 4
Here is one molecule with the formula C4H8N2 at a distorted geometry from the Open Molecules 2025 dataset. Energies are from ωB97M-V with the def2-TZVPD basis set.

Geometry as XYZ:
```
14
Properties=species:S:1:pos:R:3:lowdin_charge:R:1
C -0.18 2.56 -1.22 0.0819
C 0.29 1.64 -0.63 -0.1336
N 0.88 0.49 0.08 -0.2610
C 0.70 0.50 1.56 -0.1167
N 0.93 -0.81 -0.46 -0.1108
C -0.47 -1.29 -0.84 -0.1033
H -0.86 3.25 -1.59 -0.0005
H -0.15 -0.13 2.09 0.0960
H 1.68 0.04 2.01 0.0923
H 0.69 1.59 1.98 0.1003
H 1.64 -0.90 -1.20 0.1175
H -0.36 -2.42 -1.01 0.0904
H -1.10 -0.99 0.06 0.0799
H -0.94 -0.76 -1.72 0.0677
```

The spin multiplicity is 1. As for the charge: 0.

---

Record 5
Here is a 2-piece molecular cluster, C4H8N2 overall at a distorted geometry from the Open Molecules 2025 dataset. Energies are from ωB97M-V with the def2-TZVPD basis set.

Geometry as XYZ:
```
14
Properties=species:S:1:pos:R:3:lowdin_charge:R:1
C -3.16 0.38 -0.21 0.0196
C -2.66 -0.72 -0.37 -0.0131
C 0.59 1.23 0.24 -0.0156
C 2.12 -0.80 -0.07 -0.2052
N 0.13 0.00 0.06 -0.1571
N 0.77 -1.11 -0.12 -0.0835
H -3.24 1.43 0.02 0.0432
H -0.22 1.90 0.50 0.0499
H 1.54 1.53 0.58 0.0287
H -2.22 -1.70 -0.53 0.0541
H 2.23 -0.14 0.84 0.0719
H 2.56 -1.78 0.04 0.0767
H 2.44 -0.14 -0.90 0.0916
H -0.87 -0.10 -0.08 0.0387
```

The spin multiplicity is 1. As for the charge: 0.

---

Record 6
Here is C4H8N2 as an isolated structure from the Open Molecules 2025 dataset. Energies are from ωB97M-V with the def2-TZVPD basis set.

Geometry as XYZ:
```
14
Properties=species:S:1:pos:R:3:lowdin_charge:R:1
N -0.05 0.64 -1.20 0.0433
C -0.95 -0.36 -0.51 -0.4214
N -1.72 0.31 0.49 0.0114
C 1.04 0.92 -0.51 -0.1503
C -0.01 -1.31 -0.03 -0.0442
C 1.30 0.10 0.62 -0.0898
H -0.32 1.14 -2.03 0.1280
H -1.68 -0.11 1.41 0.0612
H -2.69 0.43 0.21 0.0535
H 1.73 1.67 -0.89 0.1206
H -0.32 -1.96 0.78 0.0791
H 0.66 -1.78 -0.74 0.0761
H 2.35 0.03 0.90 0.0610
H 0.67 0.27 1.50 0.0714
```

The spin multiplicity is 1. As for the charge: 0.

---

Record 7
Here is C4H8N2 as an isolated structure at a distorted geometry from the Open Molecules 2025 dataset. Energies are from ωB97M-V with the def2-TZVPD basis set.

Geometry as XYZ:
```
14
Properties=species:S:1:pos:R:3:lowdin_charge:R:1
C -0.63 1.07 -0.88 -0.0738
C 0.14 -0.02 -0.54 -0.5313
C 1.54 0.10 -0.02 -0.0304
N -0.36 -1.27 -0.59 0.1332
C -1.27 0.06 1.79 -0.2093
N -1.03 -0.72 2.62 -0.0235
H -1.30 0.82 0.64 0.1010
H -1.42 0.93 -1.61 0.0735
H -0.14 2.04 -0.89 0.0674
H 2.21 -0.18 -0.84 0.0946
H 1.73 -0.55 0.84 0.0855
H 1.76 1.14 0.26 0.0870
H 0.12 -2.02 -0.10 0.1121
H -1.36 -1.39 -0.68 0.1138
```

The spin multiplicity is 1. As for the charge: 0.

---

Record 8
Here is one molecule with the formula C4H8N2 at a distorted geometry from the Open Molecules 2025 dataset. Energies are from ωB97M-V with the def2-TZVPD basis set.

Geometry as XYZ:
```
14
Properties=species:S:1:pos:R:3:lowdin_charge:R:1
C -0.49 -1.31 -0.01 -0.2299
C 0.49 0.44 1.12 -0.2899
C 0.43 1.42 -0.05 -0.1028
C -0.87 -0.32 -1.05 -0.1484
H -0.65 -2.36 -0.26 0.1025
H -1.23 -1.21 0.92 0.1325
H 1.50 -0.87 0.18 0.1007
H 1.30 0.61 1.90 0.1280
H -0.49 0.47 1.70 0.1254
H 1.06 2.28 -0.22 0.0833
H -0.42 1.44 -1.84 0.1249
H -1.04 -0.54 -2.12 0.1060
N 0.70 -0.93 0.80 -0.0894
N -0.28 0.87 -1.07 -0.0430
```

The spin multiplicity is 1. As for the charge: 0.

---

Record 9
Here is one molecule with the formula C4H8N2 at a distorted geometry from the Open Molecules 2025 dataset. Energies are from ωB97M-V with the def2-TZVPD basis set.

Geometry as XYZ:
```
14
Properties=species:S:1:pos:R:3:lowdin_charge:R:1
C 1.45 -0.09 0.79 -0.1016
C 0.50 0.88 0.04 -0.2762
N -0.41 0.32 -0.96 -0.0856
C -1.64 -0.25 -0.45 -0.2169
C -1.48 -0.88 0.88 -0.2086
N -1.20 -1.23 1.94 0.1486
H 2.08 -0.60 0.05 0.0683
H 1.01 -0.88 1.41 0.0344
H 2.09 0.49 1.45 0.0710
H -0.10 1.50 0.71 0.1160
H 1.16 1.57 -0.50 0.1035
H 0.08 -0.34 -1.55 0.1064
H -2.03 -0.98 -1.17 0.1211
H -2.41 0.53 -0.34 0.1195
```

The spin multiplicity is 1. As for the charge: 0.

---

Record 10
Here is one molecule with the formula C4H8N2 at a distorted geometry from the Open Molecules 2025 dataset. Energies are from ωB97M-V with the def2-TZVPD basis set.

Geometry as XYZ:
```
14
Properties=species:S:1:pos:R:3:lowdin_charge:R:1
C -0.28 1.27 0.52 -0.1034
N -0.39 0.08 -0.33 -0.2809
C -1.38 -0.87 0.12 -0.1153
C 0.86 -0.58 -0.68 -0.1974
C 2.06 0.25 -0.48 -0.2187
N 3.02 0.85 -0.24 0.1505
H -1.25 1.45 0.98 0.0818
H -0.02 2.14 -0.09 0.0875
H 0.46 1.18 1.32 0.0846
H -1.17 -1.30 1.12 0.0906
H -1.44 -1.70 -0.60 0.0850
H -2.36 -0.39 0.15 0.0842
H 0.83 -0.91 -1.72 0.1261
H 1.07 -1.47 -0.07 0.1254
```

The spin multiplicity is 1. As for the charge: 0.

---

Record 11
Here is a 2-piece molecular cluster, C4H8N2 overall at a distorted geometry from the Open Molecules 2025 dataset. Energies are from ωB97M-V with the def2-TZVPD basis set.

Geometry as XYZ:
```
14
Properties=species:S:1:pos:R:3:lowdin_charge:R:1
C -0.34 -0.04 -1.33 0.0407
C -0.97 -1.09 -1.29 -0.2686
N -1.81 -2.12 -1.48 0.0408
H 0.45 0.58 -1.66 0.0285
H -2.04 -2.65 -0.65 0.0887
H -2.56 -1.97 -2.14 0.0901
C -0.28 1.10 1.10 -0.0805
C 0.91 0.48 1.19 -0.3402
N 2.12 1.04 0.84 0.0386
H -1.17 0.59 1.42 0.0424
H -0.35 2.17 1.00 0.0505
H 0.95 -0.60 1.25 0.1013
H 2.17 2.05 0.86 0.0868
H 2.94 0.47 0.89 0.0810
```

The spin multiplicity is 1. As for the charge: 0.

---

Record 12
Here is a 2-piece molecular cluster, C4H8N2 overall at a distorted geometry from the Open Molecules 2025 dataset. Energies are from ωB97M-V with the def2-TZVPD basis set.

Geometry as XYZ:
```
14
Properties=species:S:1:pos:R:3:lowdin_charge:R:1
C 1.46 -0.31 0.26 -0.3546
C -2.28 -0.98 -0.06 -0.0720
C 0.82 2.10 -0.06 -0.0943
C -1.04 -1.29 -0.40 -0.1095
N 2.22 -1.17 0.62 0.1447
N 0.88 0.69 -0.12 0.0125
H 1.84 -2.12 0.78 0.0477
H -2.75 -0.14 -0.54 0.0429
H -2.79 -1.48 0.68 0.0141
H 1.80 2.44 -0.55 0.1131
H -0.10 2.38 -0.48 0.0540
H 1.02 2.50 0.98 0.1110
H -0.48 -2.05 0.08 0.0251
H -0.59 -0.58 -1.16 0.0653
```

The spin multiplicity is 3. As for the charge: 0.

---

Record 13
Here is a 2-piece molecular cluster, C4H8N2 overall at a distorted geometry from the Open Molecules 2025 dataset. Energies are from ωB97M-V with the def2-TZVPD basis set.

Geometry as XYZ:
```
14
Properties=species:S:1:pos:R:3:lowdin_charge:R:1
C 0.89 -1.01 -0.92 0.2985
C -1.44 1.22 1.62 -0.0554
C -2.74 1.12 1.91 0.0158
C 1.84 -0.69 -3.27 0.0115
N -0.28 1.24 1.37 0.3374
N 1.23 -0.92 -2.01 0.1106
H 0.50 -1.52 -0.01 0.1638
H -2.95 2.11 2.41 0.1783
H -3.01 0.33 2.70 0.1772
H -3.54 0.95 1.07 0.1906
H 2.61 -1.39 -3.64 0.1406
H 2.19 0.38 -3.42 0.1609
H 1.11 -0.83 -4.01 0.0997
H 0.52 1.85 1.53 0.1705
```

The spin multiplicity is 1. As for the charge: +2.

---

Record 14
Here is a 2-piece molecular cluster, C4H8N2 overall at a distorted geometry from the Open Molecules 2025 dataset. Energies are from ωB97M-V with the def2-TZVPD basis set.

Geometry as XYZ:
```
14
Properties=species:S:1:pos:R:3:lowdin_charge:R:1
C 0.51 2.20 1.27 0.0009
C 0.12 0.69 -0.73 0.0080
C -0.09 -0.12 -1.88 0.0007
C -0.97 -2.55 0.95 0.3221
N 0.25 1.32 0.22 0.1471
N 0.12 -2.55 0.52 0.3161
H 1.25 1.80 1.97 0.1191
H -0.49 0.61 -2.69 0.1660
H -0.96 -0.74 -1.58 0.1010
H 0.75 -0.68 -2.41 0.1491
H -0.40 2.25 1.84 0.1064
H -2.03 -2.36 1.19 0.1725
H 0.93 3.22 0.85 0.1821
H 1.02 -3.09 0.49 0.2088
```

The spin multiplicity is 1. As for the charge: +2.

---

Record 15
Here is a 3-piece molecular cluster, C4H8N2O overall from the Open Molecules 2025 dataset. Energies are from ωB97M-V with the def2-TZVPD basis set.

Geometry as XYZ:
```
15
Properties=species:S:1:pos:R:3:lowdin_charge:R:1
N 1.64 -1.18 -1.18 0.0304
C 1.72 -0.11 -0.44 -0.6622
O 2.46 0.87 -0.35 -0.0068
C 0.59 -0.04 0.60 -0.0303
N -0.44 0.73 0.36 -0.0786
C -1.83 0.68 0.72 -0.0582
C -1.38 0.73 -0.72 -0.0528
H 2.40 -1.27 -1.86 0.0676
H 0.51 -1.81 -0.39 0.0846
H -0.07 -1.75 0.27 0.0937
H 0.81 -0.24 1.65 0.1433
H -2.18 -0.28 1.12 0.1163
H -2.24 1.57 1.18 0.1148
H -1.41 -0.19 -1.30 0.1181
H -1.48 1.66 -1.26 0.1202
```

The spin multiplicity is 1. As for the charge: 0.

---

Record 16
Here is one molecule with the formula C4H8N2O at a distorted geometry from the Open Molecules 2025 dataset. Energies are from ωB97M-V with the def2-TZVPD basis set.

Geometry as XYZ:
```
15
Properties=species:S:1:pos:R:3:lowdin_charge:R:1
C -1.13 -1.42 0.40 0.0028
C -0.33 0.02 0.13 -0.2606
C 1.11 -0.44 0.10 -0.5204
N 2.13 0.44 0.09 0.1677
O 1.32 -1.64 0.09 0.0132
C -0.78 1.03 -0.89 -0.1476
N -0.32 1.54 0.38 0.0306
H -2.06 -1.37 -0.16 0.0492
H -0.64 -2.35 0.01 0.0807
H -1.27 -1.67 1.45 0.0665
H 2.00 1.43 0.20 0.0901
H 3.04 0.01 0.14 0.1114
H -0.19 1.25 -1.79 0.1071
H -1.86 1.09 -1.06 0.1083
H -1.03 2.06 0.90 0.1009
```

The spin multiplicity is 1. As for the charge: 0.

---

Record 17
Here is a 2-piece molecular cluster, C4H8N2O overall at a distorted geometry from the Open Molecules 2025 dataset. Energies are from ωB97M-V with the def2-TZVPD basis set.

Geometry as XYZ:
```
15
Properties=species:S:1:pos:R:3:lowdin_charge:R:1
C 1.53 -0.41 3.60 0.0235
N 1.19 -0.45 2.37 -0.2267
O 0.37 0.34 1.71 -0.1524
H 2.35 -1.02 4.07 0.0981
H 0.99 0.33 4.26 0.1058
H 1.34 -1.33 1.82 0.1740
C -1.50 1.03 -2.15 -0.1099
C -0.86 -0.24 -1.59 -0.2395
C 0.54 -0.32 -2.04 -0.2464
N 1.64 -0.50 -2.33 0.1311
H -0.84 1.71 -2.66 0.0592
H -2.13 1.62 -1.49 0.0636
H -2.21 0.60 -3.01 0.1149
H -1.35 -1.04 -2.07 0.0812
H -1.06 -0.33 -0.48 0.1235
```

The spin multiplicity is 1. As for the charge: 0.

---

Record 18
Here is one molecule with the formula C4H8N2O at a distorted geometry from the Open Molecules 2025 dataset. Energies are from ωB97M-V with the def2-TZVPD basis set.

Geometry as XYZ:
```
15
Properties=species:S:1:pos:R:3:lowdin_charge:R:1
N -1.06 2.52 0.22 0.1581
C -0.94 1.37 0.26 -0.1856
C -0.82 -0.11 0.34 -0.3979
N -2.12 -0.67 -0.03 0.0358
C 0.28 -0.64 -0.59 -0.1500
C 1.56 0.18 -0.46 -0.2731
O 1.96 0.11 0.90 -0.0644
H -0.51 -0.33 1.37 0.1421
H -2.10 -1.68 0.09 0.0797
H -2.84 -0.32 0.58 0.0794
H -0.10 -0.64 -1.62 0.1262
H 0.50 -1.68 -0.31 0.1240
H 1.36 1.21 -0.76 0.1119
H 2.34 -0.23 -1.12 0.1176
H 2.47 0.90 1.13 0.0962
```

The spin multiplicity is 1. As for the charge: 0.

---

Record 19
Here is a 2-piece molecular cluster, C4H8N2O overall from the Open Molecules 2025 dataset. Energies are from ωB97M-V with the def2-TZVPD basis set.

Geometry as XYZ:
```
15
Properties=species:S:1:pos:R:3:lowdin_charge:R:1
N -1.47 -1.02 -1.59 0.1409
C -0.41 -0.41 -1.45 -0.2128
C 0.73 0.21 -1.32 -0.0980
C 1.86 -0.29 -0.46 -0.2928
O 2.23 0.65 0.52 -0.0876
H -2.16 -0.78 -0.88 0.0408
H 0.84 1.19 -1.78 0.1159
H 2.75 -0.46 -1.07 0.1141
H 1.59 -1.27 -0.02 0.1124
H 1.41 0.95 0.95 0.0397
C -1.81 0.42 1.33 -0.1295
N -0.55 0.43 1.48 0.0396
H -2.44 -0.46 1.52 0.0748
H -2.32 1.32 0.99 0.0738
H -0.22 -0.49 1.77 0.0685
```

The spin multiplicity is 1. As for the charge: 0.

---

Record 20
Here is a 2-piece molecular cluster, C4H8N2O overall at a distorted geometry from the Open Molecules 2025 dataset. Energies are from ωB97M-V with the def2-TZVPD basis set.

Geometry as XYZ:
```
15
Properties=species:S:1:pos:R:3:lowdin_charge:R:1
N 0.05 0.60 -2.04 0.1639
C -1.04 0.80 -1.24 -0.5471
O -1.99 1.50 -1.56 0.0421
C -0.94 0.25 0.17 -0.1257
N -0.02 -0.79 0.35 -0.1999
C 0.44 -1.21 1.66 -0.1198
C 1.27 -0.38 0.72 -0.1695
H -0.03 0.98 -2.97 0.1085
H 0.62 -0.22 -1.92 0.0902
H -0.17 1.28 0.83 0.1838
H -1.94 -0.02 0.56 0.1331
H 0.12 -0.66 2.54 0.1014
H 0.44 -2.30 1.78 0.1044
H 1.03 0.86 0.98 0.1284
H 2.16 -0.70 0.16 0.1061
```

The spin multiplicity is 1. As for the charge: 0.

---

Values for ΔE to the lowest compared entry with this formula, charge and spin, kcal/mol, ordered as above
41.6 71.9 49.9 104.9 121.8 93.2 49.1 77.9 18.4 24.2 77.8 60.6 16.6 20.3 129.0 61.5 107.8 36.4 79.3 89.7